Entry 1:
An isolated molecule of C18H23N3O3, computed with ωB97M-V/def2-TZVPD.

Element x y z (Å)
C (2.0766, 1.2743, -1.3126)
H (2.7609, 2.1114, -1.2076)
H (2.3967, 0.6525, -2.1441)
H (2.1310, 0.6669, -0.4139)
C (0.6625, 1.8021, -1.5854)
N (0.2851, 2.7413, -0.5261)
C (-0.9061, 3.5456, -0.7376)
H (-0.9162, 3.9595, -1.7426)
C (-0.8902, 4.7084, 0.2593)
H (-1.7917, 5.3151, 0.1571)
O (-0.8686, 4.2524, 1.5907)
C (0.2469, 3.4205, 1.7974)
H (0.1888, 3.0780, 2.8321)
C (0.2378, 2.2318, 0.8316)
H (1.1052, 1.6099, 1.0418)
H (-0.6853, 1.6516, 1.0223)
H (1.1748, 3.9926, 1.6504)
H (-0.0041, 5.3310, 0.0646)
H (-1.8327, 2.9644, -0.5796)
C (0.7134, 2.5531, -2.9246)
H (1.2737, 1.9667, -3.6471)
H (-0.2799, 2.7211, -3.3329)
H (1.2134, 3.5086, -2.7928)
C (-0.3215, 0.6101, -1.7644)
N (-0.1618, -0.4600, -0.8103)
C (0.4991, -1.6007, -1.1161)
O (0.9271, -1.8609, -2.2187)
C (0.6536, -2.5184, 0.0668)
C (1.8808, -2.7095, 0.5972)
C (2.1055, -3.5673, 1.7486)
O (3.1756, -3.7624, 2.2895)
N (0.9597, -4.1729, 2.2322)
C (-0.2980, -4.0346, 1.7177)
C (-1.3824, -4.7161, 2.2770)
C (-2.6407, -4.5669, 1.7404)
C (-2.8445, -3.7418, 0.6359)
C (-1.7874, -3.0625, 0.0766)
C (-0.4981, -3.1883, 0.6084)
H (-1.9385, -2.4345, -0.7881)
H (-3.8342, -3.6408, 0.2181)
H (-3.4747, -5.0971, 2.1745)
H (-1.2189, -5.3614, 3.1278)
H (1.0901, -4.7862, 3.0286)
H (2.7529, -2.2273, 0.1830)
H (-0.4407, -0.2979, 0.1442)
H (-0.1436, 0.1612, -2.7443)
H (-1.3511, 0.9775, -1.7251)

## Properties
ΔE to the lowest compared entry with this formula, charge and spin, kcal per mole: 47.2
Electronic energy, eV: -29652.977
Structure (SMILES): CC(C)(CNC(=O)c1cc(=O)[nH]c2ccccc12)N1CCOCC1
2S+1: 1
Gap between HOMO and LUMO, eV: 8.622



Entry 2:
An isolated molecule of C2H4N2O2 in a non-equilibrium geometry, computed with ωB97M-V/def2-TZVPD.

Element x y z (Å)
N (-0.6592, 0.8659, 0.4360)
C (0.0526, -0.1079, -0.2208)
C (1.4989, -0.2126, 0.2390)
O (-1.9818, 0.9461, 0.0514)
N (-0.5838, -1.1409, -0.6778)
O (2.4186, -0.4585, -0.4859)
H (-2.4609, 0.3362, 0.6434)
H (0.0200, 1.5289, -0.2324)
H (0.0355, -1.8551, -1.0473)
H (1.6600, 0.0979, 1.2944)

## Properties
ΔE to the lowest compared entry with this formula, charge and spin, kcal per mole: 118.7
Electronic energy, eV: -9210.074
Structure (SMILES): [H]/N=C(\C=O)NO
2S+1: 1
Gap between HOMO and LUMO, eV: 9.998



Entry 3:
A structure of composition C48H41Cl2F4N3O2PV, computed with ωB97M-V/def2-TZVPD.

Element x y z (Å)
V (0.3326, -0.6828, -0.2199)
C (-4.0737, 0.5162, -0.4783)
C (-3.1002, 1.0297, 0.5630)
N (-1.6949, 1.1428, 0.1363)
C (-1.5791, 2.2692, -0.8017)
C (-0.3019, 2.2863, -1.6200)
C (-0.8837, 1.3782, 1.3402)
C (-0.7537, 0.1405, 2.2303)
N (-0.2785, -1.0822, 1.5589)
C (-0.2760, -2.2164, 2.3276)
C (0.1023, -3.4351, 1.7322)
F (0.5020, -3.4239, 0.4430)
C (0.0650, -4.6486, 2.3848)
F (0.4292, -5.7492, 1.7089)
C (-0.3406, -4.7511, 3.7015)
C (-0.6984, -3.5710, 4.3200)
F (-1.0901, -3.5912, 5.6046)
C (-0.6714, -2.3431, 3.6755)
F (-1.0365, -1.2823, 4.4308)
H (-5.0604, 0.4283, -0.0244)
H (-3.7848, -0.4666, -0.8391)
H (-4.1680, 1.1736, -1.3411)
H (-3.1402, 0.3654, 1.4266)
H (-3.4286, 2.0211, 0.9233)
H (-1.6758, 3.2172, -0.2446)
H (-2.4351, 2.2185, -1.4754)
H (0.5767, 2.5687, -1.0496)
H (-0.4034, 3.0011, -2.4372)
H (-0.0984, 1.3081, -2.0708)
H (-1.3371, 2.1676, 1.9696)
H (0.0939, 1.7495, 1.0356)
H (-1.7322, -0.0602, 2.6797)
H (-0.0815, 0.4170, 3.0525)
H (-0.3666, -5.6938, 4.2191)
C (-4.5582, -0.2617, -4.5659)
C (-4.7116, -1.4634, -3.8948)
C (-3.6950, -1.9448, -3.0836)
C (-2.5207, -1.2187, -2.9339)
C (-2.3649, -0.0157, -3.6208)
C (-3.3783, 0.4602, -4.4339)
P (-1.1490, -1.7953, -1.8946)
C (-1.8186, -3.2546, -1.0398)
C (-2.6158, -3.0427, 0.0836)
C (-3.1247, -4.1174, 0.7918)
C (-2.8239, -5.4109, 0.3949)
C (-2.0214, -5.6278, -0.7141)
C (-1.5229, -4.5534, -1.4368)
C (0.0604, -2.3990, -3.0887)
C (-0.2607, -2.8931, -4.3263)
C (0.7541, -3.3963, -5.1636)
C (2.0485, -3.4120, -4.7276)
C (2.4059, -2.9092, -3.4528)
C (3.7383, -2.9487, -2.9847)
C (4.0328, -2.4590, -1.7456)
C (3.0270, -1.8778, -0.9484)
C (1.7122, -1.7919, -1.3392)
C (1.4040, -2.3569, -2.6174)
H (-5.3521, 0.1106, -5.1960)
H (-5.6248, -2.0321, -4.0012)
H (-3.8252, -2.8823, -2.5573)
H (-1.4461, 0.5503, -3.5246)
H (-3.2494, 1.3936, -4.9624)
H (-2.8138, -2.0332, 0.4203)
H (-3.7353, -3.9447, 1.6663)
H (-3.2046, -6.2515, 0.9586)
H (-1.7731, -6.6353, -1.0139)
H (-0.8840, -4.7244, -2.2924)
H (-1.2897, -2.9034, -4.6636)
H (0.5002, -3.7791, -6.1420)
H (2.8305, -3.8119, -5.3599)
H (4.5088, -3.3687, -3.6172)
H (5.0494, -2.4937, -1.3769)
H (3.3260, -1.4776, 0.0157)
Cl (5.5964, 5.9169, 1.1767)
C (3.9281, 6.3719, 1.1175)
C (3.6081, 7.6982, 0.8783)
C (2.2786, 8.0815, 0.8421)
C (1.2795, 7.1394, 1.0169)
C (1.6221, 5.8150, 1.2295)
Cl (0.3404, 4.6529, 1.3564)
C (2.9527, 5.3939, 1.3132)
N (3.3311, 4.0608, 1.5450)
C (2.8826, 3.3464, 2.6496)
C (2.4556, 4.0130, 3.7993)
C (2.0023, 3.3117, 4.8995)
C (1.9880, 1.9256, 4.8887)
C (2.4596, 1.2647, 3.7672)
C (2.9169, 1.9451, 2.6446)
C (3.4742, 1.1476, 1.4888)
C (2.6689, 1.3219, 0.2041)
O (2.9416, 2.1588, -0.6463)
O (1.6517, 0.5390, 0.1411)
H (4.4015, 8.4150, 0.7333)
H (2.0197, 9.1153, 0.6685)
H (0.2370, 7.4143, 0.9713)
H (3.5153, 3.5226, 0.6987)
H (2.4673, 5.0937, 3.8137)
H (1.6625, 3.8539, 5.7703)
H (1.6378, 1.3676, 5.7443)
H (2.4866, 0.1817, 3.7573)
H (3.4346, 0.0941, 1.7757)
H (4.5140, 1.4093, 1.2813)

## Properties
ΔE to the lowest compared entry with this formula, charge and spin, kcal per mole: 17.7
Electronic energy, eV: -129899.543
2S+1: 3
Expectation value of S²: 2.02
Gap between HOMO and LUMO (spin up / spin down), eV: 7.544 / 8.016



Entry 4:
A structure of composition C2H6CsO in a non-equilibrium geometry, computed with ωB97M-V/def2-TZVPD.

Element x y z (Å)
Cs (0.2952, -1.6162, 2.7324)
C (0.4311, 0.9996, 0.1085)
C (-0.4630, -0.1185, -0.5020)
O (0.2751, -1.3653, -0.6388)
H (1.1641, 1.3973, -0.5933)
H (0.9250, 0.6868, 1.0285)
H (-0.1755, 1.8449, 0.4336)
H (-0.9835, 0.1823, -1.4112)
H (-1.2525, -0.2960, 0.2283)
H (-0.2160, -1.7149, -1.3860)

## Properties
ΔE to the lowest compared entry with this formula, charge and spin, kcal per mole: 10.4
Electronic energy, eV: -4760.985
Net charge: +1
2S+1: 1
Gap between HOMO and LUMO, eV: 10.565



Entry 5:
An isolated molecule of C5H8N2 in a non-equilibrium geometry, computed with ωB97M-V/def2-TZVPD.

Element x y z (Å)
C (-0.6287, 1.1650, 0.0400)
C (-0.2037, -0.3105, -0.1471)
C (1.2936, -0.2152, -0.4285)
C (1.6385, 1.0884, 0.1771)
N (2.0120, 2.0578, 0.6964)
C (-0.8025, -1.4504, 0.5963)
N (-0.9575, -1.3511, -0.8550)
H (-0.9033, 1.5744, -0.9434)
H (-1.4310, 1.2781, 0.7567)
H (0.2979, 1.8854, 0.5028)
H (1.5061, -0.1893, -1.5044)
H (1.9271, -0.9796, 0.0347)
H (-1.6622, -1.2348, 1.2299)
H (-0.1924, -2.2861, 0.9399)
H (-1.8939, -1.0322, -1.0954)

## Properties
ΔE to the lowest compared entry with this formula, charge and spin, kcal per mole: 76.7
Electronic energy, eV: -8291.669
Structure (SMILES): C[C@@]1(CC#N)CN1
2S+1: 1
Gap between HOMO and LUMO, eV: 10.605



Entry 6:
A cluster of 2 separate species, C5H8N4O3S in total in a non-equilibrium geometry, computed with ωB97M-V/def2-TZVPD.

Element x y z (Å)
C (2.7643, -1.2681, -1.0979)
C (-0.2873, 0.8243, -0.0247)
C (2.7015, -2.7562, -0.9441)
C (-4.2141, 0.4917, 0.6008)
C (-3.2304, 1.6572, 0.2386)
N (4.5697, -0.7531, 0.3265)
N (4.8708, 0.2706, 0.6188)
N (-0.9740, 1.3360, 1.0490)
N (-2.1396, 1.7207, 1.1813)
O (-0.2170, 1.3953, -1.1033)
O (5.0900, 1.3655, 0.8495)
O (0.4308, -0.2035, 0.2735)
S (1.9707, 0.0172, -0.8507)
H (1.7195, -3.1131, -1.3188)
H (2.9453, -2.8964, 0.1024)
H (3.4899, -3.0881, -1.7504)
H (-5.2269, 0.7783, 0.4925)
H (-3.8949, -0.3339, 0.0161)
H (-4.0867, 0.3370, 1.7212)
H (-3.6380, 2.6537, 0.3523)
H (-2.6438, 1.5648, -0.7326)

## Properties
ΔE to the lowest compared entry with this formula, charge and spin, kcal per mole: 113.9
Electronic energy, eV: -28245.589
2S+1: 1
Gap between HOMO and LUMO, eV: 8.153



Entry 7:
An isolated molecule of C2H3O2P in a non-equilibrium geometry, computed with ωB97M-V/def2-TZVPD.

Element x y z (Å)
C (-1.2915, -0.1367, 0.0257)
C (1.2486, -0.3645, -0.1036)
O (-1.5333, 0.0747, -1.1564)
O (2.1247, 0.2241, -0.5716)
P (-0.2333, 0.7849, 1.1739)
H (-1.3395, -1.1889, 0.3782)
H (0.8995, -1.3023, -0.0905)
H (0.1249, 1.9088, 0.3444)

## Properties
ΔE to the lowest compared entry with this formula, charge and spin, kcal per mole: 62.3
Electronic energy, eV: -15503.240
Structure (SMILES): O=CPC=O
2S+1: 1
Gap between HOMO and LUMO, eV: 9.332



Entry 8:
A structure of composition C35H45Cl46I2N3OP in a non-equilibrium geometry, computed with ωB97M-V/def2-TZVPD.

Element x y z (Å)
C (0.9886, 0.5345, 3.0244)
C (1.0773, -0.6854, 1.9616)
N (1.2387, -0.1179, 0.6382)
N (0.3801, -0.5451, -0.4310)
C (0.6539, -2.0087, -0.4393)
I (2.6830, -2.8582, -0.2437)
C (-0.2918, -3.0439, -0.6459)
C (0.1049, -4.6005, -0.6365)
I (-2.3673, -2.6937, -1.0716)
C (-0.9138, 0.0437, 0.1435)
C (-1.6911, 0.8018, -1.0575)
C (-2.5646, 1.9919, -0.4221)
C (-3.6968, 1.4541, 0.5830)
C (-3.2095, 1.5562, 2.1072)
Cl (-5.1656, 2.5623, 0.4018)
C (-0.2994, 1.3496, -1.7500)
C (-0.8697, 2.1197, -2.9982)
C (-0.7164, 3.7087, -2.6949)
N (-0.3746, 4.4251, -3.9785)
C (-1.6345, 4.8190, -4.7034)
C (-1.4314, 4.7839, -6.3004)
C (0.3076, 5.6957, -3.6830)
C (1.4486, 6.3219, -4.5969)
O (-0.0382, 6.3458, -2.6855)
C (0.6588, 0.0674, -1.8142)
C (0.0984, -0.7180, -3.0968)
C (0.7655, -0.4270, -4.5160)
C (1.8980, -1.4967, -4.9494)
Cl (-0.5949, -0.7911, -5.7537)
P (2.4305, 0.5681, -2.3130)
C (2.4205, 2.3708, -2.9935)
C (3.6439, 0.8198, -0.8893)
C (5.0313, 1.4681, -1.4185)
H (1.9656, 1.1023, 2.9706)
H (0.9214, 0.0329, 4.0473)
H (0.0645, 1.1680, 2.8838)
H (0.2359, -1.3775, 2.2146)
H (2.0407, -1.2340, 2.2561)
H (1.4052, 0.8890, 0.6241)
H (0.8051, -4.7613, -1.5262)
H (-0.7980, -5.2550, -0.8314)
H (0.6061, -4.9031, 0.3399)
H (-0.7972, 0.9607, 0.8182)
H (-1.5272, -0.6247, 0.8259)
H (-2.3730, 0.1887, -1.7128)
H (-1.8667, 2.7171, 0.1012)
H (-3.1046, 2.5303, -1.2704)
H (-4.0142, 0.4059, 0.3084)
H (-2.6330, 2.5262, 2.2305)
H (-2.6099, 0.6396, 2.4176)
H (-4.1202, 1.6092, 2.7777)
H (0.1407, 2.0152, -0.9386)
H (-0.3807, 1.9665, -3.9982)
H (-1.9938, 1.9704, -3.1334)
H (-1.6380, 4.1535, -2.2140)
H (0.1990, 3.8655, -2.0305)
H (-2.4697, 4.1435, -4.3550)
H (-1.8732, 5.9098, -4.4564)
H (-2.4170, 4.5149, -6.7929)
H (-0.5943, 4.0684, -6.5504)
H (-1.1094, 5.8213, -6.6551)
H (1.2046, 7.3920, -4.8974)
H (1.6048, 5.7551, -5.5689)
H (2.4231, 6.3851, -4.0044)
H (0.1981, -1.8588, -3.0327)
H (-1.0265, -0.5793, -3.2544)
H (1.0417, 0.6314, -4.7529)
H (2.0279, -1.5369, -6.0770)
H (2.8796, -1.2884, -4.4181)
H (1.5383, -2.5156, -4.5775)
H (2.2833, 3.1345, -2.1673)
H (1.7068, 2.5099, -3.8512)
H (3.4685, 2.5294, -3.4234)
H (3.2001, 1.6249, -0.1993)
H (3.8653, -0.0847, -0.2609)
H (5.7660, 1.4357, -0.5609)
H (4.7914, 2.5747, -1.5752)
H (5.4036, 0.9785, -2.3665)
C (2.5496, 4.1457, 3.6344)
Cl (2.8712, 3.1911, 2.1691)
Cl (2.4577, 5.8650, 3.2112)
Cl (1.0059, 3.6225, 4.3369)
Cl (3.8546, 3.8924, 4.8078)
C (-0.2027, -3.5746, 4.6566)
Cl (-1.3569, -2.3205, 5.1548)
Cl (-0.2952, -3.7986, 2.8960)
Cl (1.4436, -3.0733, 5.0986)
Cl (-0.5999, -5.0994, 5.4688)
C (-6.2038, 2.0154, -3.6987)
Cl (-7.1350, 2.8686, -2.4555)
Cl (-6.9550, 2.2791, -5.2826)
Cl (-4.5412, 2.6408, -3.7268)
Cl (-6.1721, 0.2745, -3.3208)
C (-8.9833, -1.2302, -6.5454)
Cl (-8.2051, -0.9265, -8.1120)
Cl (-9.4739, -2.9338, -6.4481)
Cl (-7.8385, -0.8654, -5.2364)
Cl (-10.4136, -0.1918, -6.3840)
C (5.5014, -3.0948, -5.7351)
Cl (5.0104, -1.5363, -6.4294)
Cl (5.0808, -3.1271, -4.0113)
Cl (4.6549, -4.4100, -6.5729)
Cl (7.2529, -3.3023, -5.9240)
C (5.4471, -3.6146, 6.9151)
Cl (3.7818, -3.5218, 6.2955)
Cl (6.5778, -3.7684, 5.5550)
Cl (5.8199, -2.1379, 7.8286)
Cl (5.6024, -5.0295, 7.9791)
C (-4.1085, 3.6568, 5.7224)
Cl (-2.3936, 3.7132, 5.2627)
Cl (-5.0852, 4.4122, 4.4468)
Cl (-4.6107, 1.9664, 5.9278)
Cl (-4.3427, 4.5332, 7.2460)
C (-9.5356, 4.4996, 4.0778)
Cl (-7.7590, 4.4851, 4.1409)
Cl (-10.0875, 3.5170, 2.7053)
Cl (-10.1843, 3.8266, 5.5861)
Cl (-10.1080, 6.1681, 3.8793)
C (9.5699, -2.8445, 8.9240)
Cl (8.5435, -4.1053, 9.6339)
Cl (10.0593, -3.3301, 7.2881)
Cl (8.6651, -1.3190, 8.8427)
Cl (11.0134, -2.6221, 9.9316)
C (3.5028, -7.4572, 4.4938)
Cl (4.3126, -6.4279, 5.6924)
Cl (2.1430, -6.5697, 3.7714)
Cl (4.6573, -7.9045, 3.2212)
Cl (2.8952, -8.9243, 5.2839)
C (-0.4190, -11.6933, 4.3313)
Cl (-2.1817, -11.6986, 4.1199)
Cl (0.2030, -10.0484, 4.0840)
Cl (-0.0181, -12.2347, 5.9732)
Cl (0.3224, -12.7894, 3.1489)

## Properties
Electronic energy, eV: -645046.042
Net charge: +1
2S+1: 1
Gap between HOMO and LUMO, eV: 7.632



Entry 9:
A structure of composition C12H30Br3HfO9S2 in a non-equilibrium geometry, computed with ωB97M-V/def2-TZVPD.

Element x y z (Å)
Hf (-0.3208, -1.3643, -0.2858)
Br (2.1547, -0.1921, -1.2828)
Br (-0.4731, -3.1393, -2.4162)
Br (-3.1720, -1.0111, -0.2960)
O (-0.1201, 3.3476, -0.4293)
S (-0.7089, 2.4559, 0.5437)
O (-0.7160, 1.0423, 0.2309)
O (-0.0648, 2.7360, 1.9774)
C (1.3877, 2.7097, 2.0146)
C (1.9595, 4.1347, 2.0650)
C (-2.3869, 3.0310, 0.8575)
H (1.7779, 2.1572, 1.1585)
H (1.6563, 2.1935, 2.9355)
H (1.6614, 4.6277, 1.1424)
H (3.0443, 4.0313, 2.0976)
H (1.6429, 4.6711, 2.9545)
H (-2.7221, 2.4811, 1.7356)
H (-3.0056, 2.8076, -0.0087)
H (-2.3792, 4.1040, 1.0211)
O (-0.8122, 0.0110, -2.1889)
S (-1.1582, 0.9058, -3.2597)
O (-1.7424, 0.3285, -4.4445)
O (-2.1882, 1.9998, -2.6605)
C (-2.6022, 3.0852, -3.5311)
C (-3.9553, 3.5281, -3.0202)
C (0.2704, 1.9122, -3.7096)
H (-2.7709, 2.7112, -4.5447)
H (-1.8143, 3.8365, -3.5572)
H (-4.4076, 4.1436, -3.8010)
H (-3.9407, 4.0776, -2.0797)
H (-4.6003, 2.6619, -2.8828)
H (0.9465, 1.2241, -4.2186)
H (0.8036, 2.1801, -2.7965)
H (0.0150, 2.7736, -4.3133)
C (4.1117, -2.3691, 3.0255)
O (3.2026, -3.1017, 2.2219)
C (3.4045, -2.7945, 0.8538)
C (2.4645, -3.5558, -0.0496)
O (1.0886, -3.3192, 0.2816)
C (0.6431, -4.3850, 1.1412)
C (-0.8790, -4.3788, 1.1729)
O (-1.1900, -3.0043, 1.3811)
C (-2.2381, -2.7375, 2.3362)
H (5.1560, -2.6622, 2.8688)
H (3.9119, -2.6842, 4.0492)
H (4.0221, -1.2923, 2.8759)
H (4.4436, -2.9546, 0.5406)
H (3.2466, -1.7177, 0.7081)
H (2.7152, -4.6124, -0.1330)
H (2.6893, -3.1898, -1.0552)
H (1.0736, -4.3362, 2.1374)
H (0.8623, -5.3450, 0.6662)
H (-1.2218, -5.0071, 1.9947)
H (-1.2939, -4.7353, 0.2295)
H (-3.1787, -3.2095, 2.0550)
H (-2.3989, -1.6669, 2.4018)
H (-1.8931, -3.1438, 3.2895)

## Properties
ΔE to the lowest compared entry with this formula, charge and spin, kcal per mole: 35.1
Electronic energy, eV: -264458.846
Net charge: +1
2S+1: 1
Gap between HOMO and LUMO, eV: 7.785



Entry 10:
An isolated molecule of C4H6O in a non-equilibrium geometry, computed with ωB97M-V/def2-TZVPD.

Element x y z (Å)
C (0.4674, -0.3992, 1.6883)
C (0.3483, -0.3082, 0.3571)
O (1.1958, -0.7335, -0.6191)
C (-0.7408, 0.4856, -0.2497)
C (-0.8918, 0.7210, -1.5510)
H (1.3077, -1.0446, 1.9669)
H (-0.1320, 0.0921, 2.4298)
H (1.9407, -1.1746, -0.2073)
H (-1.5240, 0.7817, 0.4584)
H (-0.1873, 0.4033, -2.3217)
H (-1.7840, 1.1763, -1.9518)

## Properties
ΔE to the lowest compared entry with this formula, charge and spin, kcal per mole: 14.8
Electronic energy, eV: -6291.278
Structure (SMILES): C=CC(=C)O
2S+1: 1
Gap between HOMO and LUMO, eV: 9.606